1.
{
  "formula": "C32H31Cl3GeIrN3O3Te",
  "method": "ωB97M-V/def2-TZVPD",
  "lumo_ev": [-4.04, -5.81],
  "relative_energy_ev": 0.000,
  "spin_multiplicity": 2,
  "homo_ev": [-11.42, -11.43],
  "gap_ev": [7.38, 5.62],
  "s2": 0.7567,
  "largest_force_ev_per_a": 1.30,
  "charge": 1,
  "elements": ["Ir", "Te", "Ge", "Cl", "Cl", "Cl", "O", "O", "O", "N", "N", "N", "C", "C", "C", "C", "C", "C", "C", "C", "C", "C", "C", "C", "C", "C", "C", "C", "C", "C", "C", "C", "C", "C", "C", "C", "C", "C", "C", "C", "C", "C", "C", "C", "H", "H", "H", "H", "H", "H", "H", "H", "H", "H", "H", "H", "H", "H", "H", "H", "H", "H", "H", "H", "H", "H", "H", "H", "H", "H", "H", "H", "H", "H", "H"],
  "coordinates": [[0.842, 0.857, 0.191], [2.705, -2.069, -1.310], [2.119, 2.681, -0.544], [0.937, 4.233, -1.431], [3.544, 2.059, -2.038], [3.183, 3.705, 1.015], [0.700, 2.844, 3.299], [-0.302, 2.314, 1.427], [1.183, -1.139, -3.240], [-0.159, 2.835, 2.508], [1.298, -0.674, -0.995], [5.427, -0.883, 5.671], [2.197, 0.473, 1.601], [-2.121, 1.699, -1.337], [-1.159, 0.686, -1.289], [-2.147, 2.573, -2.405], [2.512, -0.096, 3.940], [1.781, -6.142, -2.157], [2.345, -4.880, -2.013], [-1.219, 2.448, -3.438], [3.795, -4.722, -2.397], [1.683, 0.226, 2.880], [3.221, -3.081, 1.665], [3.742, -2.556, 0.474], [4.748, -0.547, 4.808], [-0.284, -5.355, -1.286], [0.470, -6.402, -1.801], [5.974, -2.821, 1.313], [-0.739, -3.048, -0.574], [3.883, -0.164, 3.730], [4.116, -3.495, 2.643], [1.557, -3.845, -1.481], [5.494, -3.382, 2.489], [6.425, -3.834, 3.574], [-0.132, -7.767, -1.968], [5.765, -1.793, -0.934], [-0.208, 0.587, -2.319], [5.129, -2.396, 0.297], [0.842, -0.481, -2.268], [4.413, 0.090, 2.467], [0.221, -4.073, -1.112], [3.574, 0.383, 1.409], [-0.248, 1.468, -3.397], [1.753, -3.189, 1.946], [1.228, -2.308, 1.583], [4.014, 0.583, 0.439], [-1.479, -3.537, 0.057], [0.598, -8.480, -2.343], [-1.272, -0.117, -0.565], [-2.869, 1.766, -0.559], [-1.314, -5.539, -1.002], [7.465, -3.703, 3.286], [5.548, -2.365, -1.838], [0.484, 1.369, -4.188], [4.012, -3.764, -2.876], [-0.967, -7.733, -2.669], [5.482, 0.034, 2.318], [2.390, -6.938, -2.567], [-0.518, -8.138, -1.018], [2.102, -0.297, 4.921], [6.242, -3.269, 4.488], [-0.249, -2.274, -0.001], [5.441, -0.762, -1.107], [3.722, -3.900, 3.569], [-1.272, -2.564, -1.399], [1.581, -3.256, 3.019], [4.443, -4.820, -1.522], [6.260, -4.888, 3.802], [0.614, 0.249, 3.061], [-1.251, 3.135, -4.272], [4.080, -5.494, -3.108], [7.044, -2.715, 1.178], [6.847, -1.775, -0.816], [1.318, -4.073, 1.479], [-2.900, 3.348, -2.450]],
  "lowdin_charge": [0.939, 1.976, -0.336, 0.211, 0.187, 0.216, 0.190, -0.110, -0.002, -0.100, -0.384, 0.181, -0.368, -0.059, -0.146, -0.061, -0.016, 0.002, -0.291, -0.060, -0.076, -0.138, -0.267, -0.326, -0.170, -0.003, -0.242, -0.006, -0.052, -0.218, 0.001, -0.280, -0.240, -0.025, -0.032, -0.086, -0.202, -0.329, -0.681, -0.014, -0.272, -0.167, -0.020, -0.030, 0.048, 0.061, 0.093, 0.080, 0.098, 0.119, 0.130, 0.083, 0.053, 0.133, 0.039, 0.091, 0.132, 0.125, 0.089, 0.130, 0.069, 0.025, 0.064, 0.134, 0.097, 0.092, 0.094, 0.092, 0.097, 0.122, 0.093, 0.125, 0.089, 0.091, 0.118]
}

***

2.
{
  "formula": "C28H81N3O19",
  "method": "ωB97M-V/def2-TZVPD",
  "lumo_ev": 0.41,
  "relative_energy_ev": 0.000,
  "homo_ev": -8.80,
  "gap_ev": 9.21,
  "largest_force_ev_per_a": 1.92,
  "smiles": "COC[C@H](C)N.COC[C@H](C)N.COC[C@H](C)N.OCCO.OCCO.OCCO.OCCO.OCCO.OCCO.OCCO.OCCO",
  "elements": ["O", "O", "O", "O", "O", "O", "O", "O", "O", "O", "O", "O", "O", "O", "O", "O", "O", "O", "O", "N", "N", "N", "C", "C", "C", "C", "C", "C", "C", "C", "C", "C", "C", "C", "C", "C", "C", "C", "C", "C", "C", "C", "C", "C", "C", "C", "C", "C", "C", "C", "H", "H", "H", "H", "H", "H", "H", "H", "H", "H", "H", "H", "H", "H", "H", "H", "H", "H", "H", "H", "H", "H", "H", "H", "H", "H", "H", "H", "H", "H", "H", "H", "H", "H", "H", "H", "H", "H", "H", "H", "H", "H", "H", "H", "H", "H", "H", "H", "H", "H", "H", "H", "H", "H", "H", "H", "H", "H", "H", "H", "H", "H", "H", "H", "H", "H", "H", "H", "H", "H", "H", "H", "H", "H", "H", "H", "H", "H", "H", "H", "H"],
  "coordinates": [[-4.100, -0.593, -0.916], [-0.089, -2.672, -4.236], [-1.639, -0.449, -1.863], [-2.001, 2.120, -3.053], [0.533, 0.379, -0.363], [0.749, -0.707, 5.431], [0.848, 2.389, -3.910], [-0.984, 1.089, -5.899], [1.782, -4.323, -2.880], [-0.385, 2.995, -0.692], [4.940, 0.761, 3.254], [-2.737, -1.790, -4.127], [2.503, 0.889, 1.506], [-3.253, -1.701, 1.740], [-2.696, 1.912, 5.181], [4.477, 4.591, -0.728], [-3.021, -3.571, -0.475], [3.931, -4.548, -1.362], [-0.598, -4.432, 1.071], [-2.541, 3.638, 1.928], [3.402, 1.343, -2.081], [-1.254, -3.098, 3.455], [-4.260, -0.788, 1.525], [1.166, 1.955, -5.210], [0.358, 0.741, -5.581], [4.902, 0.226, 1.929], [0.199, -1.382, 2.567], [-0.831, 2.008, 2.796], [3.620, 3.539, -0.914], [-0.438, -1.372, 5.006], [-2.393, 3.146, -2.179], [4.241, 2.574, -1.928], [-1.175, 3.853, -1.591], [-2.343, -4.822, -0.587], [-4.041, 0.115, 0.352], [-1.077, -3.317, -5.027], [1.560, -4.271, -1.482], [4.368, 3.160, -3.287], [2.852, -3.810, -0.785], [-2.363, 2.489, 2.849], [-2.186, -2.297, -5.335], [4.140, 5.435, 0.373], [3.469, -0.186, 1.405], [0.652, -0.741, -1.296], [-2.944, 2.273, 6.511], [-1.700, -5.213, 0.698], [-0.131, -2.230, 3.776], [-0.732, -1.419, -1.353], [0.551, 0.181, 6.478], [-2.716, 2.991, 4.245], [-3.083, 1.656, 2.628], [0.792, 0.194, -6.418], [0.565, 3.193, -0.733], [0.722, -3.605, -1.315], [0.690, -2.907, 4.039], [-1.404, 1.258, -5.041], [-4.788, 0.900, 0.355], [-2.128, 2.839, 6.979], [-0.175, 2.865, 3.016], [-5.224, -1.273, 1.415], [-0.630, 1.828, 1.733], [-2.105, 3.832, 4.548], [5.229, 2.364, -1.508], [3.096, -2.755, -0.960], [4.981, 4.048, -3.249], [1.871, 0.630, 0.806], [-1.971, 3.497, 1.106], [-2.042, -2.493, 3.240], [2.621, 3.873, -1.198], [-0.021, 1.088, -0.720], [1.444, -1.379, -0.849], [-2.545, -0.655, -1.547], [-3.856, 2.851, 6.509], [-0.538, 1.180, 3.458], [3.404, 3.385, -3.747], [1.502, 0.688, 6.607], [0.878, 2.677, -5.954], [-2.473, -5.306, 1.484], [2.748, -3.939, 0.285], [0.529, -2.026, 1.752], [-1.484, -3.727, 4.211], [-3.107, -5.547, -0.905], [-1.630, -4.787, -1.413], [0.345, -0.273, 7.441], [-0.745, -3.955, 1.934], [1.320, -5.269, -1.076], [4.203, 4.907, 1.314], [4.330, 0.274, 3.802], [0.348, 0.051, -4.722], [-0.737, -2.024, 5.840], [-1.515, -4.186, -4.515], [5.557, -0.645, 1.822], [3.489, 2.972, 0.009], [5.282, 1.081, 1.392], [3.133, 0.968, -1.189], [-0.734, -0.943, 2.168], [2.597, 1.546, -2.658], [4.941, 2.481, -3.925], [2.215, 1.677, -5.148], [-1.561, 4.633, -0.943], [-4.958, -1.052, -0.900], [-1.024, -1.698, -0.324], [-1.256, -0.652, 4.798], [-3.135, 3.798, -2.647], [-2.918, -2.675, -6.027], [-1.714, -1.469, -5.892], [0.936, -0.378, -2.296], [4.917, 6.177, 0.403], [-0.115, 1.000, 6.234], [-4.314, -0.189, 2.426], [-0.101, 2.590, -3.870], [2.943, -1.088, 1.731], [-3.258, 1.391, 7.041], [-0.493, 4.317, -2.326], [-3.027, -3.170, -1.353], [-3.112, -2.233, 0.924], [3.636, -0.400, 0.337], [-1.337, -6.247, 0.583], [4.567, -4.874, -0.705], [-0.671, -3.592, -6.009], [-3.696, 3.493, 4.274], [-3.497, 3.841, 1.694], [3.115, 5.791, 0.286], [-1.790, 1.318, -2.559], [0.599, -3.301, -3.938], [-2.128, -1.109, -3.820], [-3.055, 0.579, 0.418], [0.913, -0.566, 2.740], [-2.872, 2.660, -1.325], [2.648, -4.732, -3.014], [-0.758, -2.326, -1.980]],
  "lowdin_charge": [-0.077, -0.090, -0.104, -0.076, -0.111, -0.180, -0.091, -0.063, -0.074, -0.100, -0.067, -0.067, -0.110, -0.065, -0.206, -0.173, -0.085, -0.072, -0.098, 0.051, 0.079, 0.046, -0.269, -0.239, -0.245, -0.201, -0.052, -0.009, -0.252, -0.191, -0.209, -0.403, -0.178, -0.224, -0.197, -0.230, -0.215, -0.070, -0.217, -0.370, -0.229, -0.075, -0.215, -0.142, -0.122, -0.269, -0.407, -0.211, -0.126, -0.221, 0.115, 0.125, 0.082, 0.081, 0.147, 0.057, 0.123, 0.096, 0.090, 0.124, 0.050, 0.119, 0.141, 0.104, 0.075, 0.021, 0.029, 0.065, 0.117, 0.049, 0.105, 0.045, 0.076, 0.057, 0.073, 0.087, 0.120, 0.129, 0.119, 0.069, 0.097, 0.125, 0.114, 0.088, 0.037, 0.127, 0.082, 0.072, 0.109, 0.125, 0.117, 0.110, 0.112, 0.107, 0.022, 0.078, 0.033, 0.085, 0.119, 0.106, 0.120, 0.115, 0.127, 0.133, 0.111, 0.109, 0.117, 0.084, 0.074, 0.116, 0.054, 0.098, 0.083, 0.127, 0.080, 0.070, 0.092, 0.119, 0.102, 0.116, 0.119, 0.066, 0.087, 0.054, 0.056, 0.047, 0.117, 0.071, 0.112, 0.093, 0.094]
}

***

3.
{
  "formula": "C26H64F6N3O3P2",
  "method": "ωB97M-V/def2-TZVPD",
  "lumo_ev": -6.50,
  "relative_energy_ev": 0.000,
  "homo_ev": -16.76,
  "gap_ev": 10.26,
  "largest_force_ev_per_a": 1.49,
  "charge": 3,
  "elements": ["P", "P", "F", "F", "F", "F", "F", "F", "O", "O", "O", "N", "N", "N", "C", "C", "C", "C", "C", "C", "C", "C", "C", "C", "C", "C", "C", "C", "C", "C", "C", "C", "C", "C", "C", "C", "C", "C", "C", "C", "H", "H", "H", "H", "H", "H", "H", "H", "H", "H", "H", "H", "H", "H", "H", "H", "H", "H", "H", "H", "H", "H", "H", "H", "H", "H", "H", "H", "H", "H", "H", "H", "H", "H", "H", "H", "H", "H", "H", "H", "H", "H", "H", "H", "H", "H", "H", "H", "H", "H", "H", "H", "H", "H", "H", "H", "H", "H", "H", "H", "H", "H", "H", "H"],
  "coordinates": [[-3.721, 3.131, -0.151], [2.594, -3.801, 1.549], [3.392, -5.182, 1.371], [4.002, -3.066, 1.882], [1.833, -2.353, 1.727], [2.816, -3.461, -0.041], [1.209, -4.538, 1.114], [2.289, -4.083, 3.076], [4.364, -2.195, 4.836], [3.071, -7.281, -2.205], [4.021, -3.649, -2.982], [5.678, -2.788, -1.064], [1.318, -6.345, -1.001], [3.054, -0.704, 3.615], [-7.993, 3.656, -2.532], [-2.143, 4.715, -1.859], [-7.489, 4.480, -1.349], [-6.458, 3.724, -0.491], [-1.870, 0.044, 0.151], [-0.748, 4.974, -2.391], [2.316, -1.544, 5.910], [-2.226, 3.353, -1.138], [5.665, -5.219, -0.899], [-1.041, -1.127, 0.738], [-3.984, 1.448, 0.478], [3.355, -1.594, 4.858], [2.750, -8.149, 0.021], [-5.121, 3.561, -1.234], [-2.411, 5.729, 2.881], [-2.807, 0.724, 1.158], [-3.719, 4.378, 1.172], [-2.473, 4.443, 2.037], [-0.641, 6.261, -3.203], [2.491, -7.315, -1.177], [1.171, -5.382, -2.134], [5.385, -4.036, -3.150], [4.158, 0.218, 3.291], [6.035, -4.038, -1.786], [3.535, -2.784, -4.001], [-2.486, 7.007, 2.079], [-1.367, 3.316, -0.461], [1.301, -1.646, 5.514], [-1.702, 7.083, 1.319], [-0.354, -0.878, 1.545], [-1.740, -1.916, 1.016], [3.804, -1.739, -3.807], [1.433, -5.807, -0.124], [-7.001, 5.404, -1.683], [-1.177, 0.762, -0.302], [3.904, 0.733, 2.371], [-2.180, 1.459, 1.671], [2.178, -0.219, 3.814], [2.471, -2.392, 6.574], [-4.823, 4.565, -1.550], [6.003, -6.151, -1.340], [2.054, -4.749, -2.138], [0.451, -6.883, -0.907], [0.042, 4.897, -1.639], [1.055, -5.919, -3.065], [5.064, -0.373, 3.211], [-8.702, 4.221, -3.131], [-3.918, 5.302, 0.629], [2.352, -0.624, 6.497], [-6.333, 4.242, 0.460], [-5.214, 2.821, -2.024], [-6.885, 2.743, -0.248], [7.119, -4.070, -1.921], [-1.043, 6.141, -4.209], [-3.210, 5.743, 3.632], [4.575, -5.297, -0.845], [2.651, -7.583, 0.947], [0.380, 6.622, -3.286], [3.891, -3.076, -4.989], [-1.238, 7.052, -2.737], [-2.852, 4.802, -2.683], [2.132, -9.048, 0.073], [6.291, -2.655, -0.260], [-3.201, 0.019, 1.886], [5.998, -5.002, 0.116], [-2.311, 3.580, 2.682], [-4.591, 4.127, 1.783], [-4.456, 0.836, -0.288], [5.766, -1.971, -1.677], [-1.580, 4.513, 1.396], [-3.458, 7.226, 1.640], [0.316, -4.756, -1.887], [-0.522, 4.136, -3.071], [-2.386, -0.392, -0.712], [-2.137, 2.528, -1.849], [-1.501, 5.725, 3.483], [-7.169, 3.272, -3.133], [-4.749, 1.726, 1.222], [-8.535, 2.785, -2.152], [2.447, -2.834, -4.008], [5.436, -5.044, -3.570], [2.838, -1.393, 2.867], [-2.264, 7.847, 2.744], [-0.405, -1.507, -0.066], [-2.412, 5.500, -1.139], [3.775, -8.521, -0.031], [4.669, -2.831, -0.849], [4.260, 0.935, 4.102], [5.905, -3.383, -3.859], [-8.320, 4.782, -0.712]],
  "lowdin_charge": [1.009, 0.190, -0.127, -0.150, -0.174, -0.169, -0.148, -0.093, 0.207, 0.187, -0.223, 0.233, 0.091, 0.068, -0.092, -0.257, -0.251, -0.248, -0.265, -0.276, 0.037, -0.276, -0.016, -0.107, -0.247, -0.396, 0.038, -0.256, -0.258, -0.222, -0.262, -0.243, -0.093, -0.394, 0.014, -0.156, 0.014, -0.313, -0.070, -0.109, 0.087, 0.105, 0.080, 0.052, 0.081, 0.094, 0.113, 0.111, 0.093, 0.106, 0.096, 0.167, 0.115, 0.093, 0.108, 0.068, 0.194, 0.110, 0.112, 0.104, 0.081, 0.092, 0.115, 0.097, 0.105, 0.117, 0.165, 0.081, 0.118, 0.056, 0.090, 0.077, 0.103, 0.079, 0.120, 0.117, 0.179, 0.119, 0.098, 0.105, 0.107, 0.107, 0.179, 0.103, 0.074, 0.111, 0.114, 0.111, 0.106, 0.112, 0.064, 0.102, 0.082, 0.091, 0.149, 0.113, 0.086, 0.065, 0.108, 0.113, 0.134, 0.115, 0.140, 0.115]
}